1.
ORCA calculation (ωB97M-V/def2-TZVPD) on a molecular structure, C28H46N3O2OsS2Si4Te.

Last column: Löwdin charge in e.
CARTESIAN COORDINATES (ANGSTROEM)
Os -0.5815 2.5249 0.3796  1.045
O 0.2544 2.2416 -1.4425  -0.335
C 1.1505 2.9899 -2.0247  -0.328
C 1.7579 2.4914 -3.1987  -0.007
C 2.7137 3.2069 -3.8714  -0.058
C 3.1117 4.4771 -3.4227  -0.078
C 2.5461 4.9831 -2.2868  -0.038
C 1.5772 4.2613 -1.5499  -0.130
C 1.1565 4.8294 -0.3104  -0.056
N 0.3812 4.2784 0.5674  -0.152
C 0.1360 4.9420 1.8616  -0.162
C -0.0915 3.8309 2.8790  -0.192
N -1.1339 2.9926 2.2875  -0.183
C -2.2301 2.8252 2.9208  -0.070
C -3.4475 2.3869 2.3229  -0.162
C -4.5158 1.9889 3.1480  -0.034
C -5.7355 1.6607 2.6194  -0.084
C -5.9171 1.7703 1.2347  -0.059
C -4.8981 2.1877 0.4125  -0.023
C -3.6250 2.5144 0.9232  -0.405
O -2.6964 2.9370 0.0892  -0.312
H 1.4468 1.5128 -3.5439  0.101
H 3.1687 2.7849 -4.7593  0.112
H 3.8594 5.0424 -3.9609  0.108
H 2.8481 5.9557 -1.9152  0.117
H 1.5826 5.8020 -0.0679  0.140
H -0.7730 5.5419 1.7791  0.134
H 0.9678 5.5852 2.1484  0.127
H -0.3850 4.2306 3.8504  0.126
H 0.8246 3.2471 2.9916  0.106
H -2.2583 3.0909 3.9782  0.145
H -4.3453 1.9335 4.2179  0.118
H -6.5451 1.3314 3.2558  0.105
H -6.8823 1.5230 0.8105  0.111
H -5.0402 2.2865 -0.6562  0.094
S -1.7418 0.3201 0.0338  0.530
C -1.9667 0.4591 -1.6652  -0.931
N -1.5097 -0.4524 -2.4781  -0.022
C -1.7154 -0.2977 -3.9119  -0.175
C -2.5190 0.9916 -4.1119  -0.354
S -2.7608 1.7598 -2.4681  1.047
H -1.0025 -1.2423 -2.1023  0.084
H -2.2500 -1.1627 -4.3029  0.129
H -0.7503 -0.2454 -4.4144  0.115
H -3.5001 0.8020 -4.5383  0.080
H -1.9973 1.7088 -4.7398  0.081
C -1.7848 -3.5564 -1.2048  -0.205
Si -0.9499 -3.4436 0.4859  0.360
C -0.3018 -5.1433 0.9580  -0.219
C -2.2315 -2.8473 1.7151  -0.211
Si 1.0588 -2.1644 0.5682  0.192
Te 0.7968 0.3556 1.1162  0.687
Si 2.3194 -2.7181 2.5089  0.332
C 1.0714 -2.6413 3.9140  -0.222
C 3.0965 -4.4214 2.3989  -0.205
C 3.6602 -1.4360 2.8166  -0.219
Si 2.4005 -2.2479 -1.3802  0.334
C 3.8191 -1.0378 -1.1784  -0.214
C 3.0191 -4.0164 -1.5387  -0.208
C 1.4946 -1.7922 -2.9682  -0.215
H -2.2302 -4.5463 -1.3274  0.041
H -1.0928 -3.4167 -2.0406  0.005
H -2.5882 -2.8199 -1.2878  0.027
H -1.0832 -5.9033 0.8763  0.041
H 0.0602 -5.1472 1.9886  0.016
H 0.5281 -5.4456 0.3124  0.029
H -3.1189 -3.4854 1.6910  0.042
H -2.5458 -1.8303 1.4809  -0.022
H -1.8393 -2.8502 2.7349  0.026
H 0.4268 -3.5238 3.9296  0.025
H 0.4355 -1.7597 3.7967  0.010
H 1.5684 -2.5699 4.8844  0.036
H 2.3701 -5.1894 2.1286  0.014
H 3.5236 -4.6934 3.3679  0.042
H 3.9035 -4.4460 1.6635  0.023
H 3.2884 -0.4307 2.6016  -0.020
H 4.5394 -1.6073 2.1916  0.028
H 3.9784 -1.4584 3.8613  0.038
H 4.5361 -1.3889 -0.4317  0.027
H 3.4485 -0.0633 -0.8491  0.003
H 4.3564 -0.8934 -2.1192  0.037
H 3.3488 -4.4079 -0.5739  0.007
H 3.8633 -4.0784 -2.2304  0.038
H 2.2329 -4.6772 -1.9143  0.032
H 1.1669 -0.7493 -2.9378  0.002
H 0.6251 -2.4319 -3.1497  0.014
H 2.1613 -1.9052 -3.8273  0.047

LUMO (alpha / beta) ... -3.996 / -3.492 eV
Net charge ... +1

2.
ORCA calculation (ωB97M-V/def2-TZVPD) on 2 unconnected molecules or ions with the total composition C4H6N2OS2.

Last column: Löwdin charge in e.
CARTESIAN COORDINATES (ANGSTROEM)
C -1.7093 -0.2265 0.2627  -0.185
C -3.7463 -0.8971 -0.1403  -0.874
C 1.5921 0.1845 0.1087  -0.406
C -0.7616 -1.3152 0.2463  -0.457
N -1.8189 0.9363 0.5141  -0.115
N -2.5647 1.8600 0.8052  0.025
O -3.5486 -2.0284 -0.3836  0.033
S -4.6068 0.3979 0.0630  0.833
S 0.7676 -0.9980 1.2124  0.804
H 1.0465 1.1254 0.0917  0.026
H 1.6668 -0.2347 -0.8882  0.034
H 2.5835 0.3426 0.5195  0.028
H -0.4810 -1.5710 -0.7783  0.095
H -1.2161 -2.1957 0.7094  0.083
H -2.5520 2.6680 0.1948  0.075

LUMO ... 0.055 eV
Net charge ... 0

3.
ORCA calculation (ωB97M-V/def2-TZVPD) on a molecular structure, C24H36N2NbSi.

Last column: Löwdin charge in e.
CARTESIAN COORDINATES (ANGSTROEM)
C -1.2482 -0.8759 -0.9716  -0.141
C -0.1459 -1.7911 -0.9746  -0.139
C 0.2600 -2.0135 0.3821  -0.138
H 0.2233 -2.3382 -1.8389  0.130
C -0.5971 -1.2529 1.2219  -0.172
C -1.5290 -0.5100 0.4071  -0.152
H -2.3739 0.0370 0.7556  0.135
H -1.8720 -0.6159 -1.8183  0.139
H 0.9882 -2.7491 0.7208  0.143
H -0.6871 -1.3682 2.3122  0.149
Nb 0.4795 0.1371 -0.0402  1.698
C 4.8509 0.0042 -2.0525  -0.135
H 5.2129 -0.1954 -1.0239  0.078
H 5.2103 0.9752 -2.4595  0.067
H 5.0485 -0.7613 -2.8621  0.092
Si 3.0361 -0.2885 -2.1299  0.563
C 1.9899 0.3050 -3.5765  -0.326
C 0.8176 -0.3573 -4.0377  -0.101
H 0.4560 -1.2651 -3.5793  0.076
C 0.1967 0.1013 -5.2079  -0.042
H -0.7016 -0.3847 -5.5683  0.122
C 0.7591 1.1667 -5.9108  -0.026
H 0.2597 1.5294 -6.8201  0.136
C 1.9167 1.8051 -5.4655  -0.034
H 2.3143 2.6455 -6.0431  0.135
C 2.5329 1.3731 -4.3054  -0.105
H 3.5013 1.8048 -3.9872  0.118
C 2.9744 -2.2594 -1.8954  -0.288
C 2.9292 -3.0770 -3.0313  -0.073
H 2.7101 -2.6376 -4.0018  0.113
C 3.1851 -4.4550 -2.9006  -0.022
H 3.0654 -5.1080 -3.7520  0.124
C 3.4751 -4.9945 -1.6423  -0.024
H 3.5770 -6.0807 -1.5322  0.133
C 3.5220 -4.1681 -0.5097  -0.041
H 3.6600 -4.6148 0.4695  0.122
C 3.2721 -2.7989 -0.6513  -0.154
H 3.3234 -2.1315 0.2209  0.097
H 2.2683 -0.1371 -0.5986  -0.022
H 2.9869 1.2036 -1.5096  0.127
C 2.1912 1.1801 2.1817  -0.039
N 0.7583 1.3125 1.8342  -0.389
C -0.0374 0.9876 3.0347  -0.051
C 0.4428 2.7256 1.4165  -0.131
C -0.7660 2.7731 0.4866  -0.144
N -0.5096 2.0294 -0.7865  -0.371
C -1.7535 2.0182 -1.5809  -0.049
C 0.5142 2.7525 -1.5960  -0.053
H 2.3805 0.1768 2.5842  0.115
H 2.4165 1.9286 2.9612  0.137
H 2.8283 1.3515 1.3048  0.087
H 0.2094 1.7558 3.7788  0.124
H -1.1189 1.0289 2.8125  0.113
H 0.2302 0.0069 3.4291  0.098
H 0.1946 3.2828 2.3289  0.154
H 1.3272 3.1988 0.9638  0.135
H -1.6731 2.3605 0.9556  0.132
H -0.9752 3.8171 0.2091  0.157
H -1.9771 3.0619 -1.8433  0.126
H -1.6134 1.4253 -2.4938  0.098
H -2.5981 1.6183 -0.9978  0.109
H 0.1636 3.7957 -1.6888  0.130
H 1.5010 2.7350 -1.1239  0.064
H 0.5905 2.2994 -2.5991  0.089

LUMO (alpha / beta) ... -12.645 / -12.545 eV
Net charge ... +3

4.
ORCA calculation (ωB97M-V/def2-TZVPD) on a molecular structure, C31H40InO2.

Last column: Löwdin charge in e.
CARTESIAN COORDINATES (ANGSTROEM)
C 8.8819 -3.3458 2.6223  -0.117
C 9.8987 -2.2266 2.8250  -0.282
C 9.4345 -0.8739 2.2528  -0.330
C 8.8106 0.0894 3.2857  -0.342
In 6.6046 0.3089 3.2276  0.427
C 5.7162 -1.1632 4.6626  -0.259
O 5.8946 -2.5868 4.2381  -0.164
C 4.7462 -3.2231 3.9715  -0.584
C 4.3539 -3.1876 2.5151  0.009
O 4.0656 -3.7578 4.8157  0.078
H 8.5965 -3.4244 1.5692  0.068
H 9.2724 -4.3190 2.9331  0.061
H 7.9709 -3.1537 3.1908  0.054
H 10.0804 -2.1085 3.8978  0.092
H 10.8565 -2.5237 2.3843  0.089
H 10.2784 -0.3922 1.7456  0.084
H 8.7112 -1.0955 1.4586  0.068
H 9.0788 -0.2311 4.2988  0.015
H 9.2227 1.0951 3.1691  0.005
H 5.9629 0.0042 1.6011  -0.122
H 6.1294 1.9236 3.8340  -0.138
H 4.6427 -1.0127 4.8249  0.026
H 6.1818 -1.1115 5.6496  0.033
H 3.8805 -2.2190 2.3326  0.078
H 5.2270 -3.2434 1.8684  0.081
H 3.6361 -3.9734 2.2900  0.077
C -0.5285 -1.4000 1.7153  -0.101
C 0.4823 -0.7608 2.4207  -0.087
C 1.2668 -1.4772 3.3135  -0.084
C 1.0506 -2.8366 3.4949  -0.090
C 0.0443 -3.4768 2.7841  -0.095
C -0.7477 -2.7589 1.8972  -0.106
H -1.1450 -0.8377 1.0242  0.083
H 0.6569 0.2980 2.2767  0.087
H 2.0600 -0.9818 3.8596  0.105
H 1.6876 -3.3922 4.1728  0.092
H -0.1181 -4.5392 2.9182  0.097
H -1.5333 -3.2592 1.3439  0.094
C -2.9808 3.0500 0.7875  -0.107
C -2.5821 4.1560 1.5255  -0.099
C -1.2379 4.3500 1.8141  -0.096
C -0.2920 3.4392 1.3646  -0.086
C -0.6916 2.3332 0.6267  -0.099
C -2.0353 2.1380 0.3388  -0.104
H -4.0290 2.8946 0.5634  0.097
H -3.3195 4.8662 1.8783  0.097
H -0.9267 5.2103 2.3929  0.100
H 0.7559 3.5871 1.5921  0.107
H 0.0461 1.6211 0.2782  0.101
H -2.3485 1.2737 -0.2336  0.092
C -5.9983 1.2859 -3.6533  -0.099
C -5.6028 2.3937 -2.9160  -0.090
C -4.2602 2.5884 -2.6229  -0.098
C -3.3129 1.6773 -3.0706  -0.099
C -3.7082 0.5707 -3.8091  -0.091
C -5.0517 0.3741 -4.0992  -0.100
H -7.0461 1.1342 -3.8800  0.079
H -6.3419 3.1053 -2.5699  0.101
H -3.9482 3.4476 -2.0433  0.097
H -2.2664 1.8311 -2.8403  0.102
H -2.9691 -0.1403 -4.1559  0.101
H -5.3597 -0.4933 -4.6702  0.097
C -8.5752 1.0838 -7.9764  -0.093
C -9.7987 1.5417 -8.4455  -0.099
C -10.8739 1.6641 -7.5763  -0.101
C -10.7259 1.3283 -6.2377  -0.098
C -9.5021 0.8708 -5.7688  -0.099
C -8.4266 0.7490 -6.6377  -0.093
H -7.7358 0.9897 -8.6533  0.101
H -9.9138 1.8046 -9.4893  0.099
H -11.8280 2.0216 -7.9422  0.098
H -11.5642 1.4233 -5.5594  0.099
H -9.3887 0.6079 -4.7244  0.095
H -7.4710 0.3952 -6.2721  0.088

LUMO ... 1.832 eV
Net charge ... -1